(1)
The ion C2H3NO3P with charge -1. Source: the Open Molecules 2025 dataset; level of theory: ωB97M-V/def2-TZVPD.

Each line ends with the Mulliken charge.
Positions of all 10 atoms, in Å:
O (-1.4258, -1.0742, 1.6929)  -0.68
C (-0.8743, -0.5688, 0.7350)  0.72
C (0.6630, -0.6120, 0.5633)  -0.41
N (0.9522, 0.4268, -0.5937)  -0.50
P (-0.4022, 0.4792, -1.6938)  -0.01
O (-0.5962, 1.9138, -1.9775)  -0.54
O (-1.4952, 0.0424, -0.2177)  -0.34
H (0.9381, -1.5965, 0.1924)  0.17
H (1.1894, -0.3638, 1.4778)  0.28
H (1.0509, 1.3532, -0.1787)  0.31

Forces on the atoms, in the same order (eV/Å):
O -0.1 -0.3 0.5
C 0.4 0.0 0.4
C -0.6 2.0 -2.7
N 0.4 -1.6 2.0
P 0.2 -1.5 0.4
O -0.3 1.4 -0.2
O -0.1 0.2 -0.6
H 0.1 -0.1 0.1
H 0.0 0.0 0.0
H -0.1 -0.1 -0.1

highest occupied orbital energy: -4.0 eV
net charge: -1
Kohn-Sham gap: 8.11 eV
energy above the lowest of the compared OMol25 structures with the same formula, charge and spin: 9.5 kcal per mole
structure (SMILES): O=C1CNP([O-])O1

---

(2)
A structure of composition C22H23AsF6N5O7S2Ta. Source: the Open Molecules 2025 dataset; level of theory: ωB97M-V/def2-TZVPD.

Each line ends with the Mulliken spin population.
Positions of all 67 atoms, in Å:
Ta (0.6434, 0.2632, -1.4424)  0.03
C (3.6834, 2.0203, 1.6027)  0.02
C (3.8105, 1.1377, 0.4006)  -0.05
N (3.9364, 1.5659, -0.7734)  0.39
N (3.8879, 2.7061, -1.3571)  0.46
C (2.9158, 2.7160, -2.3150)  -0.02
N (2.5361, 3.8915, -2.7452)  0.13
S (2.3320, 1.2533, -3.0656)  0.03
C (3.6666, -0.3379, 0.5057)  0.02
C (4.4464, -1.0646, 1.3858)  0.01
C (4.2887, -2.4401, 1.4462)  0.00
C (3.3442, -3.0258, 0.6261)  0.00
C (2.5867, -2.2178, -0.2050)  0.00
N (2.7233, -0.8920, -0.2783)  0.00
H (4.6471, 2.0672, 2.1171)  0.00
H (3.4032, 3.0277, 1.3046)  0.00
H (2.9526, 1.6125, 2.2982)  0.00
H (2.9129, 4.7358, -2.3394)  -0.01
H (1.7577, 3.9437, -3.3863)  -0.01
H (5.1787, -0.5561, 1.9984)  0.00
H (4.8929, -3.0357, 2.1167)  0.00
H (3.1742, -4.0927, 0.6290)  0.00
H (1.8241, -2.6565, -0.8316)  0.00
O (0.8244, -2.4820, -4.3634)  0.00
C (0.4583, -2.0339, -3.3232)  0.00
O (1.2147, -1.2447, -2.5339)  0.00
C (-0.8707, -2.3068, -2.7001)  0.00
C (-1.7483, -3.2025, -3.2666)  0.00
C (-2.9695, -3.3634, -2.6432)  0.00
C (-3.2415, -2.6861, -1.4630)  0.00
C (-4.5735, -2.7755, -0.8655)  0.00
C (-4.8653, -2.1911, 0.2844)  0.00
C (-3.8190, -1.5450, 1.1195)  0.00
C (-2.5630, -1.0794, 0.3606)  0.00
C (-2.2542, -1.8466, -0.9189)  0.00
N (-1.1232, -1.6218, -1.5819)  0.00
H (-1.4737, -3.7127, -4.1785)  0.00
H (-3.7272, -4.0099, -3.0679)  0.00
H (-5.3268, -3.3237, -1.4165)  0.00
H (-5.8528, -2.2418, 0.7249)  0.00
H (-3.5688, -2.2395, 1.9241)  0.00
H (-2.7048, -0.0457, 0.0624)  0.00
C (-1.6739, 3.1585, 1.8800)  0.00
C (-0.5927, 3.0023, 2.9427)  0.00
C (-0.0500, 1.6014, 2.7152)  0.00
O (-1.1006, 0.9049, 1.9295)  0.00
C (-2.2856, 1.7821, 1.8405)  0.00
H (-1.2382, 3.3856, 0.9055)  0.00
H (-2.4095, 3.9203, 2.1283)  0.00
H (-1.0270, 3.0813, 3.9394)  0.00
H (0.1960, 3.7470, 2.8546)  0.00
H (0.1072, 1.0417, 3.6310)  0.00
H (0.8360, 1.5754, 2.0889)  0.00
H (-2.9305, 1.5624, 2.6896)  0.00
H (-2.7981, 1.5709, 0.9134)  0.00
F (1.3334, 1.5069, -0.1719)  0.00
As (-1.1134, -1.0875, 1.7182)  0.00
F (-4.3508, -0.4141, 1.7383)  0.00
F (-2.0749, -1.1623, 3.1321)  0.00
F (-0.8863, -2.7838, 1.5280)  0.00
F (0.3156, -1.0159, 2.6609)  0.00
F (0.1993, -0.7120, 0.3609)  0.00
O (-0.5710, 0.6647, -3.0639)  0.00
S (-1.2501, 1.8416, -2.3135)  0.00
O (-2.5643, 2.1412, -2.7381)  0.00
O (-0.2466, 2.8838, -2.2296)  0.00
O (-1.1840, 1.1334, -0.9251)  0.00

Forces on the atoms, in the same order (eV/Å):
Ta 0.0 -1.0 0.1
C 0.0 0.0 0.0
C 0.0 0.0 0.0
N 0.0 -0.1 0.0
N 0.0 0.1 -0.1
C 0.0 -0.1 0.0
N -0.1 0.0 -0.1
S 0.1 0.2 0.2
C 0.0 0.0 0.0
C 0.0 0.0 0.0
C 0.0 0.0 0.0
C 0.0 0.0 0.0
C 0.0 0.0 0.0
N -0.1 -0.1 0.0
H 0.0 0.0 0.0
H 0.0 0.0 0.0
H 0.0 0.0 0.0
H 0.0 0.0 0.0
H 0.0 0.0 0.0
H 0.0 0.0 0.0
H 0.0 0.0 0.0
H 0.0 0.0 0.0
H 0.0 0.0 0.0
O 0.0 0.0 0.0
C 0.0 0.0 0.0
O 0.1 0.0 0.0
C -0.1 0.0 0.1
C 0.0 0.0 0.0
C 0.0 0.0 0.0
C 0.0 0.0 0.0
C 0.0 0.0 0.0
C 0.0 0.0 0.0
C 0.0 0.0 0.0
C 0.0 0.0 0.0
C -0.1 0.0 0.1
N 0.2 0.0 0.0
H 0.0 0.0 0.0
H 0.0 0.0 0.0
H 0.0 0.0 0.0
H 0.0 0.0 0.0
H 0.0 0.0 0.0
H -0.1 0.0 0.0
C 0.0 0.0 -0.1
C 0.0 0.0 0.1
C 0.0 -0.1 0.0
O -0.1 0.1 0.1
C -0.1 0.0 0.0
H 0.0 0.0 0.0
H 0.0 0.0 0.0
H 0.0 0.0 0.0
H 0.0 0.0 0.0
H 0.0 0.0 0.0
H 0.0 0.0 0.0
H 0.0 0.0 0.0
H 0.0 0.0 0.0
F -0.1 0.1 -0.1
As 0.1 0.1 -0.2
F 0.0 0.0 0.0
F 0.0 0.0 0.2
F 0.0 -0.1 0.0
F 0.0 0.0 0.1
F 0.2 0.0 0.0
O 0.1 0.2 0.0
S 0.0 0.2 0.1
O 0.0 -0.1 0.0
O -0.3 0.2 -0.2
O 0.2 0.1 -0.1

highest occupied orbital energy (spin up / spin down): -12.0 / -12.0 eV
net charge: +1
Kohn-Sham gap (spin up / spin down): 8.44 / 7.06 eV
energy above the lowest of the compared OMol25 structures with the same formula, charge and spin: 42.3 kcal per mole
spin multiplicity: 2
⟨S²⟩: 0.757

---

(3)
A structure of composition C10H20NO2S3Zr. Source: the Open Molecules 2025 dataset; level of theory: ωB97M-V/def2-TZVPD.

Each line ends with the Mulliken charge.
Positions of all 37 atoms, in Å:
Zr (0.1935, -0.6969, -0.6446)  1.44
C (3.9160, -2.2441, -0.4730)  -0.80
S (3.5895, -0.6193, -1.1216)  0.40
C (3.5739, 0.3202, 0.3918)  -0.71
O (2.1088, -0.6672, -1.5782)  -0.59
H (4.9041, -2.2197, -0.0133)  0.39
H (3.9201, -2.9338, -1.3142)  0.34
H (3.1430, -2.4986, 0.2525)  0.21
H (4.6053, 0.3823, 0.7401)  0.44
H (2.9296, -0.1688, 1.1225)  0.14
H (3.2072, 1.3173, 0.1488)  0.29
C (-4.3633, -0.9176, -0.4051)  -1.09
S (-2.7827, -1.3675, 0.2701)  0.73
C (-2.9915, -3.1219, 0.4542)  -0.95
O (-1.8556, -1.2375, -0.9746)  -0.65
H (-4.5779, -1.5195, -1.2861)  0.36
H (-4.3130, 0.1398, -0.6565)  0.35
H (-5.1132, -1.0720, 0.3708)  0.42
H (-3.7457, -3.2951, 1.2215)  0.43
H (-2.0293, -3.5098, 0.7851)  0.26
H (-3.2905, -3.5525, -0.4998)  0.36
C (-0.3255, 1.6008, -2.3887)  -1.65
C (-0.1918, 2.0994, -0.9782)  0.71
C (-0.2411, 3.3721, -0.5041)  -0.90
C (-0.0933, 3.2983, 0.9169)  -0.56
C (0.0291, 1.9848, 1.2601)  0.23
C (0.1678, 1.3658, 2.6094)  -1.08
N (-0.0217, 1.2147, 0.1025)  0.26
H (-0.4559, 2.4497, -3.0574)  0.36
H (-1.2082, 0.9654, -2.5434)  0.36
H (0.5655, 1.0780, -2.7648)  0.38
H (-0.3700, 4.2609, -1.1014)  0.48
H (-0.0888, 4.1270, 1.6069)  0.49
H (0.3078, 2.1430, 3.3585)  0.37
H (1.0149, 0.6801, 2.6594)  0.20
H (-0.7184, 0.7882, 2.8816)  0.20
S (0.6014, -1.9459, 1.1527)  -0.62

Forces on the atoms, in the same order (eV/Å):
Zr 0.1 0.0 0.5
C 0.0 0.0 0.0
S 0.0 0.0 -0.1
C 0.0 0.0 0.0
O -0.2 0.0 0.0
H 0.0 0.0 0.0
H 0.0 0.0 0.0
H 0.0 0.0 0.0
H 0.0 0.0 0.0
H 0.0 0.0 0.0
H 0.0 0.0 0.0
C -0.1 0.0 0.0
S 0.0 0.0 -0.1
C 0.0 0.0 0.0
O 0.2 0.1 0.0
H 0.0 0.0 0.0
H 0.0 0.0 0.0
H 0.0 0.0 0.0
H 0.0 0.0 0.0
H 0.0 0.0 0.0
H 0.0 0.0 0.0
C 0.0 0.0 -0.1
C 0.0 0.0 0.0
C 0.1 0.0 0.0
C 0.0 0.0 0.0
C 0.0 0.0 0.0
C 0.0 0.0 0.0
N 0.0 -0.2 -0.2
H 0.0 0.0 0.0
H 0.0 0.0 0.0
H 0.0 0.0 0.0
H 0.0 0.0 0.0
H 0.0 0.0 0.0
H 0.0 0.0 0.0
H 0.0 0.0 0.0
H 0.0 0.0 0.0
S -0.1 0.1 -0.1

highest occupied orbital energy: -10.5 eV
net charge: +1
Kohn-Sham gap: 7.51 eV
energy above the lowest of the compared OMol25 structures with the same formula, charge and spin: 0.0 kcal per mole

---

(4)
An isolated molecule of C17H20N4O3S2. Source: the Open Molecules 2025 dataset; level of theory: ωB97M-V/def2-TZVPD.

Each line ends with the Mulliken charge.
Positions of all 46 atoms, in Å:
C (-3.6851, 5.8469, -3.3239)  -1.21
C (-2.2500, 6.1626, -2.9463)  -0.35
S (-1.5702, 4.7284, -2.0363)  -0.07
C (0.2476, 4.9316, -2.2055)  -0.74
C (0.9425, 3.9453, -1.2456)  -0.60
C (0.6043, 2.5010, -1.5696)  0.42
N (0.8705, 1.8338, -2.6623)  -0.46
N (0.3709, 0.5571, -2.5872)  -0.49
C (-0.2236, 0.2579, -1.4795)  0.44
N (-0.7988, -0.9879, -1.2999)  -0.09
C (-1.3041, -1.5679, -0.1709)  0.60
O (-1.9385, -2.5728, -0.3816)  -0.61
C (-0.9363, -1.2349, 1.3008)  -1.20
N (0.4888, -1.4583, 1.6204)  0.24
C (1.3048, -0.5588, 2.2300)  0.54
O (0.8359, 0.4274, 2.8247)  -0.69
O (2.6081, -0.7999, 2.0868)  -0.34
C (2.7233, -2.0119, 1.3028)  -0.63
C (1.2946, -2.5393, 1.1098)  0.02
C (1.0268, -3.8333, 1.8508)  0.19
C (0.6676, -5.0199, 1.1914)  -0.33
C (0.4569, -6.2102, 1.8904)  -0.62
C (0.6776, -6.2639, 3.2922)  -0.38
C (1.0351, -5.1168, 3.9443)  -0.74
C (1.1663, -3.8997, 3.2368)  -0.21
S (-0.2222, 1.5448, -0.3268)  -0.15
H (-4.1162, 6.7185, -3.8465)  0.34
H (-4.3238, 5.5762, -2.4953)  0.33
H (-3.6725, 5.0074, -4.0055)  0.34
H (-1.6582, 6.3487, -3.8536)  0.29
H (-2.2035, 7.0614, -2.3543)  0.31
H (0.5562, 5.9450, -1.9868)  0.48
H (0.5368, 4.7124, -3.2330)  0.39
H (2.0417, 4.0670, -1.3760)  0.32
H (0.6977, 4.1557, -0.2046)  0.36
H (-0.9111, -1.5419, -2.1216)  0.27
H (-1.2368, -0.1861, 1.4855)  0.71
H (-1.5449, -1.8297, 1.9809)  0.28
H (3.2314, -1.8308, 0.3609)  0.30
H (3.3464, -2.7185, 1.8492)  0.36
H (1.1761, -2.6772, 0.0359)  0.65
H (0.4332, -4.9954, 0.1269)  0.31
H (0.1262, -7.1387, 1.3763)  0.33
H (0.5440, -7.1917, 3.8230)  0.41
H (1.1781, -5.1657, 5.0237)  0.36
H (1.4063, -2.9780, 3.7691)  0.33

Forces on the atoms, in the same order (eV/Å):
C 0.1 0.4 -0.7
C 0.3 -0.3 -0.2
S 0.3 0.3 -0.1
C -0.4 -0.5 0.1
C 0.7 -0.2 -0.9
C 0.0 -0.4 0.2
N -0.9 0.4 1.6
N 0.2 -0.4 -0.7
C 0.5 0.6 0.0
N 0.8 1.7 0.8
C 0.5 -1.7 0.4
O -0.9 -0.7 0.4
C 0.4 1.1 0.0
N 0.3 0.1 -1.1
C -2.7 3.9 1.6
O 1.5 -1.7 -1.0
O -0.2 -0.9 -0.4
C 0.5 -0.2 0.5
C -0.2 -0.9 -0.3
C -0.1 -1.1 0.3
C -0.5 -0.1 -0.1
C 0.1 -0.4 0.6
C -0.3 -0.1 -1.8
C 0.1 1.2 0.2
C 0.2 -0.2 0.3
S 0.2 0.3 -0.7
H 0.0 -0.4 0.2
H 0.0 0.1 0.4
H -0.2 -0.2 -0.3
H -0.1 -0.2 0.2
H 0.1 0.3 0.4
H -0.1 0.3 0.2
H 0.0 -0.1 0.0
H -0.6 -0.1 0.2
H 0.0 0.0 -0.1
H -0.2 -0.3 -0.5
H 0.7 -0.4 0.3
H -0.2 -0.3 -0.5
H -0.1 0.5 -0.1
H -0.1 0.0 0.2
H -0.4 -0.2 -0.1
H 0.3 0.0 0.1
H 0.3 0.9 0.3
H 0.0 -0.1 0.1
H 0.0 0.3 -0.2
H 0.0 -0.3 0.1

highest occupied orbital energy: -8.7 eV
Kohn-Sham gap: 9.16 eV
energy above the lowest of the compared OMol25 structures with the same formula, charge and spin: 6.6 kcal per mole
structure (SMILES): CCSCCc1nnc(NC(=O)CN2C(=O)OC[C@H]2c2ccccc2)s1